Entry 1:
Molecular formula: C5H8O2
Method: DFT, ωB97M-V with the def2-TZVPD basis set

Each atom is followed by the atoms it is bonded to, with distances in Å.
Positions of all 15 atoms, in Å:
1 C -0.355 -0.239 -0.915  C2 1.369, C4 1.494, O6 1.364
2 C 0.253 0.985 -1.003  C1 1.369, H9 1.085, H10 1.086
3 C 1.505 -0.168 1.524  C5 1.326, H11 1.082, H12 1.082
4 C -1.624 -0.474 -0.162  C1 1.494, H13 1.094, H14 1.094, H15 1.095
5 C 1.219 1.093 1.230  C3 1.326, O7 1.195
6 O 0.219 -1.297 -1.555  C1 1.364, H8 0.971
7 O 1.103 2.227 1.590  C5 1.195
8 H -0.367 -2.070 -1.496  O6 0.971
9 H -0.340 1.884 -0.867  C2 1.085
10 H 1.116 1.081 -1.654  C2 1.086
11 H 1.048 -0.631 2.388  C3 1.082
12 H 2.067 -0.774 0.826  C3 1.082
13 H -1.793 0.317 0.574  C4 1.094
14 H -1.584 -1.427 0.375  C4 1.094
15 H -2.468 -0.507 -0.857  C4 1.095

## Properties
total charge	0
Kohn-Sham gap (spin up / spin down)	8.5 / 8.5	eV
HOMO energy (spin up / spin down)	-8.03 / -8.03	eV
LUMO level (spin up / spin down)	0.5 / 0.5	eV

***

Entry 2:
Molecular formula: C5H8O
Method: DFT, ωB97M-V with the def2-TZVPD basis set

Each atom is followed by the atoms it is bonded to, with distances in Å.
Positions of all 14 atoms, in Å:
1 C -1.679 0.332 0.154  C2 1.518, H7 1.094, H8 1.096, H9 1.096
2 C -0.501 -0.547 -0.225  C1 1.518, C3 1.547, C5 1.549, H10 1.094
3 C 0.742 -0.015 -0.977  C2 1.547, C4 1.539, C5 1.773, O6 1.470, H11 1.092
4 C 1.248 0.685 0.296  C3 1.539, C5 1.538, H12 1.093, H13 1.092
5 C 0.768 -0.734 0.643  C2 1.549, C3 1.773, C4 1.538, O6 1.471, H14 1.092
6 O 1.461 -1.226 -0.557  C3 1.470, C5 1.471
7 H -1.384 1.319 0.521  C1 1.094
8 H -2.323 0.480 -0.721  C1 1.096
9 H -2.284 -0.148 0.932  C1 1.096
10 H -0.829 -1.506 -0.636  C2 1.094
11 H 0.846 0.297 -2.019  C3 1.092
12 H 0.700 1.545 0.690  C4 1.093
13 H 2.330 0.826 0.337  C4 1.092
14 H 0.906 -1.309 1.562  C5 1.092

## Properties
total charge	0
Kohn-Sham gap	10.6	eV
HOMO energy	-9.47	eV
LUMO level	1.1	eV